Model 1:
The following is a DFT calculation (wB97M-V/def2-TZVPD) of a cluster of 2 separate species, C5H13NO in total.

Structure (XYZ):
```
20
Properties=species:S:1:pos:R:3
C -0.81 -1.51 -0.85
C 0.24 -2.08 -1.80
H -1.65 -2.18 -0.47
H -0.31 -1.19 0.11
H -1.45 -0.79 -1.40
H 0.58 -1.46 -2.60
H -0.06 -3.01 -2.05
H 1.14 -2.33 -1.31
C 0.54 1.22 0.28
C 1.49 0.19 0.89
C -0.73 1.24 1.15
O -1.35 0.36 1.71
N -1.17 2.64 1.21
H 0.95 2.22 0.22
H 0.34 0.84 -0.68
H 1.04 -0.81 0.86
H 1.63 0.52 1.91
H -1.85 2.83 1.89
H -1.11 3.20 0.33
H 2.53 0.11 0.57
```

Summary:
total charge = +1
lowest unoccupied orbital energy (spin up / spin down) = -4.72 / -9.68 eV
frontier orbital gap (spin up / spin down) = 0.3728 / 0.1878 Eh
multiplicity = 2

Model 2:
The following is a DFT calculation (wB97M-V/def2-TZVPD) of a cluster of 2 separate species, C5H13NO in total.

Structure (XYZ):
```
20
Properties=species:S:1:pos:R:3
C -1.34 -0.15 0.80
C -1.16 -0.34 2.31
C -0.41 -0.97 -0.03
O 0.43 -1.75 0.31
N -0.58 -0.81 -1.48
H -2.31 -0.47 0.49
H -1.21 0.89 0.51
H -0.20 -0.78 2.55
H -0.24 -1.60 -2.03
H -1.39 -0.32 -1.83
H -2.00 -0.90 2.70
H -1.26 0.58 2.80
C 1.29 2.35 -0.39
C 1.59 1.17 -1.25
H 0.61 3.09 -0.82
H 0.89 2.11 0.60
H 2.16 2.99 -0.21
H 2.06 1.36 -2.21
H 0.71 0.47 -1.39
H 2.25 0.47 -0.71
```

Summary:
total charge = +1
lowest unoccupied orbital energy (spin up / spin down) = -3.37 / -9.18 eV
frontier orbital gap (spin up / spin down) = 0.4642 / 0.2385 Eh
multiplicity = 2

Model 3:
The following is a DFT calculation (wB97M-V/def2-TZVPD) of the ion C5H13NO with charge +1.

Structure (XYZ):
```
20
Properties=species:S:1:pos:R:3
C 0.92 1.65 -0.70
N 0.47 0.71 0.29
C 1.50 0.04 1.06
C -1.46 -0.37 1.36
C -0.77 0.02 0.04
C -0.58 -1.19 -0.92
O 0.30 -0.93 -1.98
H 1.03 1.14 -1.64
H 1.78 2.21 -0.35
H 0.13 2.39 -0.85
H 1.80 0.63 1.92
H 1.12 -0.95 1.33
H 2.35 -0.21 0.43
H -1.39 0.47 2.04
H -1.23 -1.35 1.75
H -2.53 -0.45 1.09
H -1.40 0.71 -0.51
H -1.60 -1.44 -1.20
H -0.23 -2.06 -0.36
H -0.19 -1.02 -2.80
```

Summary:
total charge = +1
lowest unoccupied orbital energy (spin up / spin down) = -2.71 / -6.86 eV
frontier orbital gap (spin up / spin down) = 0.4433 / 0.3090 Eh
multiplicity = 2

Stability, lowest: model 1

Model 1:
The following is a DFT calculation (wB97M-V/def2-TZVPD) of a cluster of 2 separate species, C5H13NO in total.

Structure (XYZ):
```
20
Properties=species:S:1:pos:R:3
C 0.21 -2.04 -1.41
N 0.80 -0.69 -1.19
C -0.03 0.23 -0.55
C 0.58 0.91 0.46
C 0.11 2.06 1.29
C -1.26 0.65 -1.27
H 0.12 -2.58 -0.46
H -0.81 -1.93 -1.81
H 0.88 -2.52 -2.11
H 1.69 -0.80 -0.71
H 1.51 0.56 0.87
H 0.86 2.27 2.05
H -0.10 2.99 0.74
H -0.80 1.86 1.85
H -2.23 0.24 -0.99
H -1.20 0.32 -2.32
H -1.23 1.74 -1.24
H -0.29 -0.65 1.95
H 0.81 -1.70 2.25
O 0.36 -0.92 2.59
```

Summary:
total charge = +1
lowest unoccupied orbital energy (spin up / spin down) = -3.73 / -7.31 eV
frontier orbital gap (spin up / spin down) = 0.3952 / 0.3010 Eh
multiplicity = 2

Model 2:
The following is a DFT calculation (wB97M-V/def2-TZVPD) of the ion C5H13NO with charge +1.

Structure (XYZ):
```
20
Properties=species:S:1:pos:R:3
C 0.67 -0.37 -0.64
C -0.23 0.72 -1.25
C -0.14 0.42 -2.77
C -1.72 0.59 -0.91
N 1.02 -0.29 0.74
C 0.00 -0.42 1.77
O 0.67 -0.42 2.97
H 1.58 -0.30 -1.25
H 0.31 -1.36 -1.01
H 0.19 1.69 -1.00
H -0.71 1.09 -3.40
H 0.86 0.42 -3.21
H -0.53 -0.60 -2.84
H -1.97 -0.48 -0.98
H -1.92 0.85 0.12
H -2.27 1.16 -1.65
H 1.69 -1.04 0.95
H -0.66 0.46 1.73
H -0.64 -1.27 1.50
H 0.23 -1.03 3.57
```

Summary:
total charge = +1
lowest unoccupied orbital energy (spin up / spin down) = -3.21 / -8.43 eV
frontier orbital gap (spin up / spin down) = 0.4668 / 0.2754 Eh
multiplicity = 2

Model 3:
The following is a DFT calculation (wB97M-V/def2-TZVPD) of a cluster of 2 separate species, C5H13NO in total.

Structure (XYZ):
```
20
Properties=species:S:1:pos:R:3
C -0.16 -1.70 -0.54
C -0.73 -0.29 -0.27
C 0.27 0.70 -0.83
C 0.71 1.54 0.10
N 1.80 2.35 -0.21
C 0.61 0.64 -2.32
H 0.02 -1.76 -1.59
H -0.92 -2.42 -0.42
H 0.65 -2.08 0.14
H -0.87 -0.05 0.77
H -1.61 -0.14 -0.92
H 0.41 1.33 1.16
H 1.89 2.93 -1.10
H 2.53 2.31 0.44
H 1.71 0.46 -2.55
H 0.01 -0.13 -2.85
H 0.61 1.67 -2.83
H -2.21 -2.25 4.35
H -1.62 -1.82 2.91
O -2.17 -2.48 3.39
```

Summary:
total charge = +1
lowest unoccupied orbital energy (spin up / spin down) = -3.37 / -7.32 eV
frontier orbital gap (spin up / spin down) = 0.3876 / 0.2425 Eh
multiplicity = 2

Model 4:
The following is a DFT calculation (wB97M-V/def2-TZVPD) of a cluster of 2 separate species, C5H13NO in total.

Structure (XYZ):
```
20
Properties=species:S:1:pos:R:3
C 0.82 -0.15 -2.10
C 0.29 0.67 -0.90
C 0.57 0.05 0.43
C -0.51 -0.36 1.27
C 3.02 0.46 0.28
N 1.77 -0.10 0.82
H 0.28 -1.10 -2.11
H 1.90 -0.29 -2.03
H 0.56 0.40 -3.00
H 0.49 1.75 -0.95
H -0.79 0.70 -0.98
H -0.63 0.15 2.22
H -1.45 -0.66 0.83
H 2.84 0.92 -0.68
H 3.43 1.11 1.04
H 3.67 -0.38 0.04
H 1.93 -0.71 1.61
H -5.21 -1.26 0.03
H -5.73 -0.15 0.92
O -4.93 -0.46 0.49
```

Summary:
total charge = +1
lowest unoccupied orbital energy (spin up / spin down) = -3.72 / -5.99 eV
frontier orbital gap (spin up / spin down) = 0.3802 / 0.2970 Eh
multiplicity = 2

Stability, lowest: model 2